(1)
This record from the Open Molecules 2025 dataset describes a structure of composition C21H23ClNO4RuS3. The level of theory is the ωB97M-V functional and the def2-TZVPD basis.

Element x y z (Å)
1 Ru -0.166 -0.102 0.100
2 S -2.050 0.310 1.275
3 C -1.438 -1.024 2.211
4 N -0.293 -1.392 1.711
5 C 0.250 -2.489 2.356
6 C 1.464 -3.111 2.077
7 C 1.831 -4.192 2.851
8 C 1.010 -4.649 3.889
9 C -0.191 -4.032 4.177
10 C -0.566 -2.942 3.397
11 S -2.008 -1.963 3.525
12 H 2.098 -2.739 1.282
13 H 2.770 -4.693 2.659
14 H 1.324 -5.498 4.479
15 H -0.819 -4.385 4.984
16 C 4.580 -1.069 -4.634
17 C 3.143 -0.924 -5.042
18 C 2.765 -0.130 -6.111
19 C 1.425 0.007 -6.455
20 Cl 0.983 1.054 -7.766
21 C 0.446 -0.671 -5.760
22 C 0.808 -1.476 -4.682
23 C 2.138 -1.582 -4.320
24 O 2.585 -2.283 -3.230
25 C 1.639 -2.755 -2.310
26 C 1.009 -1.636 -1.495
27 O -0.141 -1.820 -0.950
28 O 1.587 -0.560 -1.236
29 H 5.224 -0.467 -5.271
30 H 4.898 -2.110 -4.702
31 H 4.724 -0.763 -3.596
32 H 3.518 0.403 -6.677
33 H -0.592 -0.578 -6.048
34 H 0.028 -1.986 -4.134
35 H 2.201 -3.372 -1.608
36 H 0.859 -3.382 -2.746
37 C 1.236 0.790 1.241
38 H 1.136 0.574 2.300
39 H 1.025 1.840 1.008
40 H 2.216 0.519 0.855
41 O -0.515 1.365 -1.307
42 S -0.438 1.075 -2.827
43 C 1.013 1.999 -3.410
44 C 0.509 3.089 -4.350
45 C -0.839 3.541 -3.794
46 C -1.610 2.252 -3.541
47 H 1.719 1.299 -3.851
48 H 1.431 2.403 -2.486
49 H 0.381 2.687 -5.358
50 H 1.232 3.902 -4.410
51 H -1.378 4.182 -4.490
52 H -0.709 4.090 -2.860
53 H -1.962 1.799 -4.470
54 H -2.440 2.319 -2.839

Computed properties:
E_tot, a.u.: -2919.1887
E_HOMO (alpha / beta), eV: -11.169 / -11.169
Orbital gap (alpha / beta), eV: 6.700 / 6.703
Charge: +1

(2)
This record from the Open Molecules 2025 dataset describes a structure of composition C21H23IN5O2S4SbW. The level of theory is the ωB97M-V functional and the def2-TZVPD basis.

Element x y z (Å)
1 W -2.154 0.913 0.642
2 C 1.032 -2.291 3.277
3 C 1.981 -2.754 2.393
4 C 2.322 -1.949 1.311
5 C 1.682 -0.745 1.102
6 N 0.707 -0.332 1.958
7 C 0.420 -1.069 3.050
8 C 2.152 0.152 0.003
9 C 3.472 0.594 0.020
10 C 3.897 1.422 -1.008
11 C 3.000 1.765 -2.005
12 C 1.706 1.261 -1.942
13 N 1.297 0.469 -0.959
14 H 0.753 -2.838 4.166
15 H 2.474 -3.705 2.547
16 H 3.092 -2.243 0.610
17 H -0.229 -0.606 3.785
18 H 4.130 0.317 0.834
19 H 4.912 1.799 -1.020
20 H 3.286 2.419 -2.819
21 H 0.959 1.485 -2.698
22 S -1.141 0.736 5.647
23 Sb -2.912 0.850 4.181
24 S -2.503 2.524 2.528
25 S -2.514 -0.802 2.499
26 S -4.985 0.835 5.093
27 C -1.788 -3.310 -2.358
28 C -0.566 -2.965 -1.495
29 C 0.653 -2.671 -2.379
30 C -0.274 -4.081 -0.485
31 C -0.892 -1.747 -0.747
32 N -1.157 -0.798 -0.173
33 H -1.558 -4.206 -2.940
34 H -2.017 -2.483 -3.032
35 H -2.659 -3.504 -1.731
36 H 0.882 -3.563 -2.966
37 H 1.522 -2.414 -1.769
38 H 0.432 -1.838 -3.050
39 H -0.063 -5.001 -1.033
40 H -1.131 -4.249 0.169
41 H 0.588 -3.834 0.136
42 C -0.042 0.900 1.760
43 H 0.570 1.600 1.202
44 H -0.248 1.292 2.750
45 I -1.540 0.377 -3.814
46 C -1.135 2.725 -0.276
47 C -1.842 3.461 -1.250
48 C -1.288 4.580 -1.839
49 C -0.017 4.990 -1.464
50 C 0.630 4.223 -0.514
51 N 0.102 3.140 0.046
52 H -2.816 3.132 -1.572
53 H -1.844 5.122 -2.597
54 H 0.460 5.863 -1.895
55 H 1.634 4.486 -0.184
56 O -3.683 1.933 -0.097
57 N -4.167 0.829 0.556
58 O -3.585 -0.198 -0.156

Computed properties:
ΔE to the lowest compared entry with this formula, charge and spin, kJ/mol: 75.4
E_tot, a.u.: -3436.1320
E_HOMO, eV: -2.134
Orbital gap, eV: 5.989
Charge: -2

(3)
This record from the Open Molecules 2025 dataset describes a structure of composition C21H23IrN2O4. The level of theory is the ωB97M-V functional and the def2-TZVPD basis.

Element x y z (Å)
1 Ir -1.067 0.620 0.519
2 C -1.846 0.656 3.637
3 O -0.848 0.454 2.593
4 C 0.365 -0.144 2.939
5 C 0.697 -0.491 4.231
6 C 1.952 -1.044 4.456
7 C 2.854 -1.245 3.414
8 C 2.512 -0.898 2.124
9 C 1.254 -0.348 1.882
10 N 0.790 0.031 0.595
11 N 1.602 -0.064 -0.372
12 C 1.289 0.274 -1.651
13 C 0.063 0.843 -2.111
14 O -0.978 1.103 -1.343
15 C -0.071 1.211 -3.462
16 C 0.954 1.026 -4.362
17 C 2.174 0.460 -3.951
18 C 3.230 0.279 -4.896
19 C 4.457 -0.272 -4.518
20 C 4.634 -0.639 -3.207
21 C 3.595 -0.469 -2.251
22 C 2.361 0.080 -2.612
23 H -1.432 1.323 4.389
24 H -2.124 -0.305 4.066
25 H -2.691 1.131 3.152
26 H 0.021 -0.337 5.059
27 H 2.228 -1.318 5.465
28 H 3.824 -1.676 3.617
29 H 3.201 -1.052 1.308
30 H -1.011 1.656 -3.761
31 H 0.818 1.322 -5.395
32 H 3.053 0.587 -5.920
33 H 5.252 -0.405 -5.239
34 H 5.574 -1.063 -2.880
35 H 3.779 -0.773 -1.231
36 C -1.673 -2.158 -0.218
37 O -2.053 -1.082 0.705
38 C -3.516 -0.922 0.877
39 C -3.964 0.252 0.052
40 O -3.057 1.322 0.388
41 C -3.634 2.603 0.777
42 H -2.098 -3.079 0.174
43 H -0.589 -2.216 -0.205
44 H -2.051 -1.940 -1.216
45 H -3.669 -0.765 1.942
46 H -3.990 -1.854 0.574
47 H -4.990 0.529 0.297
48 H -3.894 0.065 -1.021
49 H -4.279 2.952 -0.027
50 H -2.808 3.294 0.917
51 H -4.201 2.486 1.700

Computed properties:
Spin multiplicity: 2
ΔE to the lowest compared entry with this formula, charge and spin, kJ/mol: 0.0
E_tot, a.u.: -1327.6862
<S²>: 0.825
E_HOMO (alpha / beta), eV: -17.560 / -17.712
Orbital gap (alpha / beta), eV: 6.484 / 5.118
Charge: +3

(4)
This record from the Open Molecules 2025 dataset describes a cluster of 2 separate species, C21H23N2O5 in total. The level of theory is the ωB97M-V functional and the def2-TZVPD basis.

Element x y z (Å)
1 O -2.795 -0.371 -6.919
2 C -2.823 -0.389 -5.721
3 O -2.387 -1.467 -4.982
4 C -0.989 -1.733 -5.137
5 C -0.101 -1.093 -4.039
6 C -0.857 -0.738 -2.742
7 C -0.050 -1.076 -1.462
8 C -0.877 -0.843 -0.199
9 C -2.186 -0.424 -0.248
10 N -2.913 -0.257 0.853
11 C -2.421 -0.461 2.076
12 C -1.124 -0.852 2.210
13 C -0.339 -1.047 1.084
14 C 1.101 -1.473 1.355
15 O 1.297 -2.099 2.375
16 O 2.057 -1.107 0.499
17 C 3.351 -1.641 0.835
18 C 4.116 -0.863 1.925
19 O 4.794 -1.518 2.687
20 C 4.104 0.637 2.056
21 C 4.956 1.207 2.991
22 C 4.995 2.565 3.181
23 C 4.172 3.382 2.422
24 C 3.338 2.849 1.464
25 C 3.319 1.478 1.291
26 H -3.244 0.456 -5.143
27 H -0.874 -2.822 -5.056
28 H -0.642 -1.463 -6.139
29 H 0.728 -1.763 -3.784
30 H 0.310 -0.164 -4.458
31 H -1.802 -1.292 -2.656
32 H -1.123 0.330 -2.716
33 H 0.128 -2.162 -1.509
34 H 0.902 -0.545 -1.405
35 H -2.707 -0.233 -1.180
36 H -3.890 0.031 0.755
37 H -3.090 -0.277 2.910
38 H -0.750 -1.011 3.216
39 H 3.952 -1.563 -0.083
40 H 3.343 -2.697 1.111
41 H 5.621 0.606 3.605
42 H 5.656 3.017 3.915
43 H 4.182 4.462 2.552
44 H 2.712 3.487 0.848
45 H 2.648 1.096 0.525
46 C -5.982 1.573 3.241
47 C -5.192 1.778 2.022
48 N -4.575 1.958 1.062
49 H -6.816 0.906 3.032
50 H -5.358 1.135 4.019
51 H -6.368 2.528 3.592

Computed properties:
E_tot, a.u.: -1299.4799
E_HOMO, eV: -11.844
Orbital gap, eV: 7.319
Charge: +1

(5)
This record from the Open Molecules 2025 dataset describes the molecule C21H23N3O3S. The level of theory is the ωB97M-V functional and the def2-TZVPD basis.

Element x y z (Å)
1 C -6.273 -3.623 -0.816
2 C -6.905 -2.788 0.294
3 O -5.948 -2.094 1.067
4 C -5.365 -0.966 0.578
5 C -4.379 -0.402 1.393
6 C -3.732 0.753 1.014
7 C -4.044 1.381 -0.189
8 C -3.304 2.628 -0.595
9 N -1.876 2.398 -0.637
10 C -1.016 2.990 0.225
11 O -1.362 3.852 1.010
12 C 0.399 2.532 0.111
13 C 1.408 3.463 0.368
14 C 2.741 3.123 0.296
15 C 3.087 1.814 -0.023
16 N 4.354 1.323 -0.123
17 C 4.371 0.072 -0.418
18 N 5.486 -0.636 -0.654
19 C 5.507 -2.081 -0.682
20 C 5.997 -2.605 0.675
21 O 7.260 -2.070 0.994
22 C 7.225 -0.660 1.046
23 C 6.772 -0.069 -0.294
24 S 2.761 -0.689 -0.604
25 C 2.060 0.872 -0.255
26 C 0.726 1.214 -0.195
27 C -5.018 0.818 -0.995
28 C -5.680 -0.341 -0.623
29 H -7.044 -4.177 -1.343
30 H -5.742 -2.992 -1.524
31 H -5.563 -4.327 -0.386
32 H -7.650 -2.094 -0.116
33 H -7.407 -3.445 1.010
34 H -4.146 -0.893 2.325
35 H -2.977 1.183 1.655
36 H -3.456 3.424 0.142
37 H -3.652 2.978 -1.573
38 H -1.543 1.683 -1.264
39 H 1.112 4.468 0.627
40 H 3.520 3.844 0.485
41 H 4.514 -2.469 -0.910
42 H 6.206 -2.394 -1.465
43 H 6.120 -3.689 0.651
44 H 5.265 -2.338 1.453
45 H 8.239 -0.340 1.290
46 H 6.537 -0.328 1.838
47 H 6.670 1.013 -0.227
48 H 7.490 -0.334 -1.076
49 H -0.032 0.460 -0.347
50 H -5.276 1.290 -1.933
51 H -6.438 -0.737 -1.280

Computed properties:
ΔE to the lowest compared entry with this formula, charge and spin, kJ/mol: 97.8
E_tot, a.u.: -1602.2353
E_HOMO, eV: -7.958
Orbital gap, eV: 8.431
Charge: 0

(6)
This record from the Open Molecules 2025 dataset describes the molecule C21H23N3OS. The level of theory is the ωB97M-V functional and the def2-TZVPD basis.

Element x y z (Å)
1 C -6.124 -3.577 -0.212
2 C -4.731 -4.059 -0.452
3 S -3.995 -4.782 1.063
4 C -3.235 -3.431 1.858
5 C -3.742 -2.877 3.029
6 C -3.070 -1.878 3.703
7 C -1.891 -1.358 3.116
8 C -1.370 -1.849 1.904
9 C -0.127 -1.338 1.339
10 C 0.848 -2.257 0.859
11 C 2.103 -1.830 0.370
12 C 2.379 -0.459 0.378
13 C 3.761 0.030 -0.128
14 C 3.754 0.433 -1.591
15 C 3.098 1.788 -1.809
16 C 1.901 1.926 -2.475
17 C 1.321 3.203 -2.572
18 O 0.207 3.227 -3.080
19 N 1.966 4.302 -2.037
20 C 1.401 5.666 -2.084
21 C 3.145 4.054 -1.328
22 N 3.841 5.032 -0.725
23 N 3.759 2.903 -1.238
24 C 1.439 0.471 0.833
25 C 0.177 0.021 1.286
26 C -2.106 -2.898 1.277
27 H -6.636 -3.336 -1.137
28 H -6.145 -2.679 0.431
29 H -6.752 -4.332 0.276
30 H -4.730 -4.820 -1.233
31 H -4.110 -3.241 -0.815
32 H -4.638 -3.325 3.475
33 H -3.431 -1.508 4.656
34 H -1.323 -0.565 3.597
35 H 0.549 -3.313 0.862
36 H 2.812 -2.526 0.042
37 H 4.526 -0.759 -0.054
38 H 4.087 0.908 0.445
39 H 3.235 -0.356 -2.189
40 H 4.799 0.462 -1.961
41 H 1.383 1.054 -2.865
42 H 1.223 5.988 -1.047
43 H 0.487 5.776 -2.657
44 H 2.147 6.329 -2.508
45 H 3.667 5.994 -1.057
46 H 4.741 4.748 -0.378
47 H 1.688 1.559 0.890
48 H -0.518 0.783 1.617
49 H -1.771 -3.303 0.324

Computed properties:
ΔE to the lowest compared entry with this formula, charge and spin, kJ/mol: 110.6
E_tot, a.u.: -1451.7434
E_HOMO, eV: -8.345
Orbital gap, eV: 8.902
Charge: 0

Number 4 is which compound?
C21H23N2O5